Entry 1:
{
  "formula": "C32H42F2N5O3Si",
  "method": "ωB97M-V with the def2-TZVPD basis set",
  "multiplicity": 1,
  "total_energy_ha": -2233.05494,
  "charge": 1,
  "lumo_ev": -4.512,
  "orbital_gap_ha": 0.184,
  "molar_mass_g_mol": 610.802,
  "largest_force_ev_per_a": 2.47,
  "homo_energy_ev": -9.51,
  "species": ["C", "C", "O", "C", "C", "N", "C", "C", "C", "C", "O", "O", "C", "F", "F", "C", "C", "Si", "C", "C", "C", "C", "C", "C", "C", "C", "C", "N", "H", "H", "H", "H", "H", "H", "H", "H", "H", "H", "H", "H", "H", "H", "H", "H", "H", "H", "H", "H", "H", "H", "H", "H", "H", "H", "H", "N", "C", "C", "C", "C", "H", "H", "H", "H", "H", "N", "C", "C", "C", "C", "H", "H", "H", "H", "H", "N", "C", "C", "C", "C", "H", "H", "H", "H", "H"],
  "positions_angstrom": [[0.28, 1.09, -5.23], [-0.73, -0.06, -5.37], [-1.10, -0.65, -4.11], [0.07, -1.17, -3.51], [-0.26, -2.28, -2.52], [-0.15, -3.57, -2.82], [-0.43, -4.54, -1.95], [-0.82, -4.24, -0.67], [-0.94, -2.91, -0.30], [-1.35, -2.54, 1.12], [-2.48, -2.31, 1.44], [-0.27, -2.57, 2.01], [-0.03, -1.36, 2.67], [-0.43, -0.28, 1.95], [-0.84, -1.34, 3.78], [1.42, -1.20, 3.17], [2.47, -2.10, 2.45], [3.48, -1.19, 1.11], [4.81, -0.11, 1.91], [2.36, -0.11, 0.03], [4.21, -2.52, -0.03], [4.19, -2.29, -1.41], [4.66, -3.22, -2.33], [5.18, -4.42, -1.85], [5.23, -4.64, -0.49], [4.76, -3.72, 0.43], [-0.68, -1.89, -1.25], [-0.85, -0.57, -0.89], [0.10, 1.64, -4.29], [0.26, 1.79, -6.08], [1.32, 0.74, -5.16], [-0.32, -0.83, -6.05], [-1.63, 0.35, -5.85], [0.82, -1.52, -4.24], [0.58, -0.40, -2.91], [0.14, -3.87, -3.74], [-0.35, -5.58, -2.26], [-1.02, -5.03, 0.05], [1.70, -0.15, 2.96], [1.46, -1.30, 4.26], [2.08, -3.06, 2.10], [3.23, -2.35, 3.22], [5.41, 0.44, 1.17], [5.47, -0.71, 2.55], [4.32, 0.62, 2.57], [2.96, 0.39, -0.75], [1.83, 0.61, 0.66], [1.68, -0.79, -0.51], [3.76, -1.38, -1.83], [4.61, -3.03, -3.40], [5.56, -5.18, -2.53], [5.63, -5.59, -0.13], [4.79, -3.90, 1.51], [-1.64, -0.48, -0.26], [-0.98, 0.05, -1.68], [-0.87, 4.60, -4.70], [-1.48, 4.34, -3.50], [-1.19, 5.38, -2.65], [-0.38, 6.30, -3.37], [-0.20, 5.79, -4.63], [-0.91, 4.01, -5.51], [-2.07, 3.45, -3.36], [-1.52, 5.47, -1.63], [0.03, 7.23, -3.00], [0.35, 6.17, -5.48], [-3.24, -2.22, 5.47], [-4.57, -1.90, 5.58], [-4.89, -1.90, 6.91], [-3.71, -2.24, 7.63], [-2.71, -2.42, 6.71], [-2.74, -2.30, 4.60], [-5.17, -1.70, 4.71], [-5.86, -1.69, 7.33], [-3.61, -2.33, 8.70], [-1.68, -2.68, 6.84], [-3.75, 5.71, 0.75], [-4.36, 5.46, 1.95], [-4.07, 6.49, 2.80], [-3.26, 7.41, 2.08], [-3.08, 6.90, 0.82], [-3.79, 5.12, -0.06], [-4.95, 4.57, 2.09], [-4.41, 6.58, 3.82], [-2.85, 8.34, 2.45], [-2.54, 7.28, -0.02]]
}

***

Entry 2:
{
  "formula": "C32H42F3GeN5O5SSeSiW",
  "method": "ωB97M-V with the def2-TZVPD basis set",
  "de_lowest_kcal_mol": 28.2,
  "multiplicity": 1,
  "total_energy_ha": -7427.37910,
  "charge": -2,
  "lumo_ev": [4.322, 4.240],
  "orbital_gap_ha": [0.182, 0.179],
  "molar_mass_g_mol": 1029.275,
  "largest_force_ev_per_a": 2.06,
  "homo_energy_ev": [-0.63, -0.62],
  "species": ["W", "O", "C", "O", "C", "C", "C", "C", "C", "C", "N", "C", "C", "C", "C", "C", "C", "N", "H", "H", "H", "H", "H", "H", "H", "H", "H", "H", "Se", "C", "C", "C", "N", "C", "C", "H", "H", "H", "H", "N", "C", "N", "C", "C", "O", "C", "C", "H", "H", "H", "H", "H", "H", "H", "H", "S", "C", "Si", "C", "C", "H", "H", "H", "H", "H", "H", "H", "H", "H", "F", "C", "F", "F", "C", "O", "O", "C", "Ge", "C", "C", "C", "H", "H", "H", "H", "H", "H", "H", "H", "H", "H", "H"],
  "positions_angstrom": [[-0.01, -1.16, -0.55], [-2.73, 2.26, 6.09], [-1.66, 1.40, 6.17], [-1.13, 1.28, 7.25], [-1.28, 0.71, 4.94], [-1.78, 1.02, 3.66], [-1.39, 0.34, 2.54], [-0.51, -0.78, 2.62], [0.02, -1.08, 3.92], [-0.35, -0.34, 5.02], [-0.23, -1.49, 1.53], [0.03, -2.91, 1.68], [1.40, -3.28, 1.21], [2.33, -4.03, 1.92], [3.51, -4.36, 1.30], [3.70, -3.96, -0.01], [2.72, -3.21, -0.63], [1.60, -2.86, -0.03], [-3.12, 2.17, 5.22], [-2.49, 1.83, 3.52], [-1.77, 0.60, 1.56], [0.74, -1.88, 4.02], [0.08, -0.56, 5.99], [-0.20, -3.31, 2.67], [2.11, -4.34, 2.94], [4.27, -4.93, 1.83], [4.60, -4.21, -0.55], [2.81, -2.91, -1.67], [-0.20, -2.78, -2.63], [0.73, -2.36, -4.23], [1.91, -1.63, -4.29], [2.55, -1.44, -5.51], [2.10, -1.92, -6.68], [0.96, -2.62, -6.61], [0.26, -2.86, -5.45], [2.33, -1.20, -3.39], [3.47, -0.87, -5.55], [0.60, -3.00, -7.56], [-0.67, -3.43, -5.47], [0.32, 0.66, 0.26], [0.76, 1.55, 0.85], [1.23, 2.60, 1.49], [0.44, 3.79, 1.79], [0.19, 3.87, 3.29], [1.42, 3.82, 4.01], [2.09, 2.59, 3.76], [2.45, 2.47, 2.29], [-0.50, 3.74, 1.24], [1.00, 4.67, 1.46], [-0.44, 3.03, 3.59], [-0.29, 4.81, 3.54], [1.45, 1.75, 4.06], [2.99, 2.59, 4.38], [2.92, 1.51, 2.07], [3.13, 3.28, 2.02], [-1.03, -3.71, 0.42], [-0.89, 0.39, -4.20], [-0.27, 0.73, -2.42], [-1.28, 2.30, -1.97], [1.36, 1.64, -2.80], [-1.43, 1.27, -4.57], [-1.55, -0.48, -4.26], [-0.04, 0.20, -4.86], [-0.99, 3.11, -2.65], [-1.05, 2.62, -0.95], [-2.35, 2.16, -2.04], [1.16, 2.53, -3.41], [2.07, 1.01, -3.34], [1.86, 1.97, -1.88], [5.32, -0.46, -0.61], [4.25, 0.15, -1.15], [4.33, -0.02, -2.48], [4.38, 1.47, -0.91], [2.93, -0.38, -0.53], [2.95, -0.42, 0.69], [2.01, -0.64, -1.37], [-4.25, 0.49, -2.63], [-3.77, 0.13, -0.74], [-3.84, 1.80, 0.32], [-5.36, -0.84, -0.06], [-2.28, -1.10, -0.51], [-4.90, -0.32, -2.98], [-3.36, 0.50, -3.25], [-4.78, 1.44, -2.75], [-4.66, 2.44, -0.04], [-2.91, 2.37, 0.26], [-4.03, 1.55, 1.37], [-6.29, -0.28, -0.16], [-5.21, -1.08, 1.00], [-5.46, -1.79, -0.60], [-2.58, -1.86, -1.24], [-2.54, -1.54, 0.45]]
}

***

Entry 3:
{
  "formula": "C32H43BBrN9O2STa",
  "method": "ωB97M-V with the def2-TZVPD basis set",
  "de_lowest_kcal_mol": 85.3,
  "multiplicity": 1,
  "total_energy_ha": -4941.75701,
  "charge": 3,
  "lumo_ev": -9.990,
  "orbital_gap_ha": 0.243,
  "molar_mass_g_mol": 889.488,
  "largest_force_ev_per_a": 0.38,
  "homo_energy_ev": -16.61,
  "species": ["Ta", "C", "C", "C", "C", "C", "C", "N", "N", "B", "N", "C", "C", "C", "N", "C", "C", "C", "N", "C", "C", "C", "N", "C", "C", "C", "H", "H", "H", "H", "H", "H", "H", "H", "H", "H", "H", "H", "H", "H", "H", "H", "H", "H", "H", "H", "H", "H", "H", "H", "H", "H", "H", "H", "N", "C", "S", "N", "C", "C", "C", "C", "C", "C", "H", "H", "H", "H", "H", "H", "H", "H", "C", "C", "O", "O", "H", "H", "H", "Br", "C", "C", "C", "C", "N", "C", "H", "H", "H", "H"],
  "positions_angstrom": [[0.07, -0.74, 0.73], [2.64, 3.14, -0.46], [3.20, 2.32, 0.70], [2.65, 2.75, 2.05], [3.25, 0.81, 0.52], [4.49, 0.21, 0.31], [4.28, -1.14, 0.27], [2.97, -1.36, 0.45], [2.30, -0.16, 0.61], [2.31, -2.70, 0.67], [1.22, -2.83, -0.54], [1.76, -3.43, -1.77], [1.00, -3.03, -2.77], [-0.10, -2.19, -2.14], [0.67, -1.54, -1.04], [-0.96, -1.32, -3.01], [-2.02, -0.62, -2.17], [-0.09, -0.38, -3.84], [1.66, -2.67, 2.06], [1.97, -3.42, 3.13], [1.43, -2.83, 4.26], [0.80, -1.67, 3.82], [0.94, -1.58, 2.48], [0.06, -0.65, 4.63], [-1.39, -1.08, 4.84], [0.24, 0.73, 4.00], [3.09, 4.14, -0.42], [2.93, 2.71, -1.43], [1.57, 3.28, -0.42], [4.26, 2.56, 0.69], [1.57, 2.57, 2.12], [3.14, 2.23, 2.87], [2.80, 3.82, 2.19], [5.43, 0.72, 0.20], [4.96, -1.97, 0.14], [3.06, -3.62, 0.59], [2.59, -4.12, -1.70], [1.03, -3.34, -3.80], [-1.47, -2.02, -3.68], [-1.56, -0.07, -1.33], [-2.57, 0.11, -2.76], [-2.74, -1.33, -1.76], [0.56, 0.22, -3.21], [0.55, -0.93, -4.54], [-0.72, 0.28, -4.44], [2.57, -4.30, 3.02], [1.51, -3.18, 5.27], [0.55, -0.62, 5.60], [-1.90, -1.28, 3.89], [-1.44, -2.00, 5.43], [-1.94, -0.31, 5.38], [-0.08, 0.75, 2.95], [-0.35, 1.48, 4.52], [1.29, 1.03, 4.02], [-2.20, 2.97, -0.88], [-1.00, 2.42, -1.00], [-0.28, 1.72, 0.45], [-0.31, 2.48, -2.11], [-0.69, 3.20, -3.30], [-1.90, 2.92, -3.93], [-2.23, 3.63, -5.08], [-1.36, 4.58, -5.58], [-0.15, 4.84, -4.95], [0.19, 4.15, -3.80], [-2.66, 2.98, 0.01], [-2.58, 3.54, -1.63], [0.65, 2.15, -2.05], [-2.56, 2.15, -3.56], [-3.16, 3.42, -5.58], [-1.62, 5.13, -6.48], [0.52, 5.58, -5.35], [1.12, 4.35, -3.29], [-0.25, -4.86, 0.18], [-0.22, -3.43, -0.24], [-0.90, -3.18, -1.42], [-0.67, -2.55, 0.73], [0.11, -5.49, -0.64], [-1.27, -5.15, 0.40], [0.36, -5.02, 1.07], [-4.39, 2.10, 3.62], [-3.92, 0.63, 2.56], [-4.84, -0.35, 2.21], [-4.40, -1.39, 1.42], [-3.08, -1.46, 1.03], [-2.17, -0.52, 1.37], [-2.62, 0.52, 2.12], [-5.87, -0.28, 2.54], [-5.08, -2.18, 1.11], [-2.72, -2.28, 0.44], [-1.91, 1.28, 2.39]]
}